[1]
The following is a quantum chemistry calculation of a cluster of 5 separate species, C41H76Cl2NO17P2S5 in total at a distorted geometry, from the Open Molecules 2025 dataset.

The geometry in XYZ format:
```
144
Properties=species:S:1:pos:R:3
C 5.58940 0.91790 2.85906
C 4.33658 0.40196 3.29117
C 4.24559 -1.20258 3.45867
O 4.28265 -1.63280 4.63669
O 4.17994 -1.98667 2.29062
C 3.77759 -3.35928 2.57894
C 3.21107 -3.97408 1.20192
C 1.80373 -4.67815 1.51291
C 0.54853 -3.95710 0.76511
C 0.36749 -2.40926 1.27265
C -1.09283 -2.23179 1.85656
C -1.84193 -0.83215 1.64779
P -3.66647 -1.51016 1.63389
O -4.64712 -0.65770 0.53075
Cl -4.62016 -1.15328 3.51325
C -1.56205 0.00457 0.26749
C -1.99173 -0.68832 -1.10630
O -1.09678 -0.50821 -2.21741
C -0.00626 -1.41954 -2.22105
C 1.51585 -0.89424 -2.03015
O -0.11955 -2.66465 -2.40499
C -1.77157 1.59456 0.50134
C -1.15815 2.67084 -0.50640
C 0.11818 2.24548 -1.36944
C 0.89117 3.62971 -1.75044
Cl 2.47356 3.33050 -2.65030
P -3.49544 2.30167 0.85464
C -3.42307 4.10794 1.45818
C -4.58914 2.25083 -0.72315
C -1.11677 1.63950 1.99944
C 0.38732 2.13803 2.14058
O 0.31614 3.58404 2.33501
C 1.49661 4.24830 1.91879
C 2.92807 3.60686 1.64788
O 1.41172 5.50163 1.79052
N -1.55995 0.31722 2.63266
S -0.91956 -0.05596 4.22906
C 0.79079 -0.73955 4.26816
O -0.90340 1.27898 4.96377
O -1.77734 -0.97125 5.04722
H 6.48944 0.22224 2.80465
H 5.76202 2.01863 2.59082
H 3.45241 1.07408 3.53721
H 4.69312 -3.98845 2.87838
H 3.03754 -3.44446 3.44061
H 3.00569 -3.08337 0.49786
H 3.90362 -4.75450 0.73100
H 1.79948 -5.79330 1.20539
H 1.50832 -4.68529 2.62695
H 0.77970 -3.94487 -0.36732
H -0.35328 -4.61185 0.99292
H 0.65922 -1.78636 0.36953
H 1.22906 -2.28160 2.03473
H -1.75220 -3.02312 1.32728
H -1.07362 -2.59734 2.95526
H -5.33394 -1.26521 0.15864
H -0.40391 0.00350 0.16666
H -2.09944 -1.82916 -0.94096
H -3.02381 -0.31145 -1.42999
H 2.23547 -1.79137 -2.04756
H 1.60822 -0.46449 -0.96076
H 1.80119 -0.08999 -2.78554
H -0.87868 3.60623 0.11230
H -1.96254 3.04288 -1.24734
H 0.80416 1.47004 -0.89734
H -0.28465 1.87862 -2.38873
H 0.20220 4.13634 -2.52822
H 0.99847 4.33880 -0.86510
H -3.65259 4.84136 0.61560
H -4.16354 4.18539 2.34143
H -2.38433 4.28242 1.93618
H -4.78077 3.32441 -1.10742
H -5.57655 1.70040 -0.53010
H -3.96692 1.74820 -1.55894
H -1.68039 2.37769 2.68968
H 0.97689 1.73180 3.02606
H 0.94686 1.82702 1.19283
H 3.05044 2.52685 1.99010
H 3.06541 3.60174 0.49843
H 3.73656 4.31443 2.04196
H -2.54712 0.59626 2.89380
H 0.79609 -1.87702 4.45639
H 1.28529 -0.47722 3.25781
H 1.38336 -0.16254 5.06763
C 3.99374 -0.15441 -7.16488
C 4.45673 -1.60923 -7.06456
C 5.19109 -1.76662 -5.73144
S 4.48566 -0.54938 -4.62592
O 5.50348 0.42271 -4.30077
O 3.70889 -1.22374 -3.60503
C 3.37031 0.17451 -5.81555
H 3.28266 -0.01061 -7.98047
H 4.85583 0.49578 -7.34810
H 3.58471 -2.27101 -7.08516
H 5.09882 -1.88769 -7.90307
H 5.05110 -2.76246 -5.30942
H 6.25632 -1.55261 -5.83350
H 3.27718 1.24540 -5.63478
H 2.39880 -0.31254 -5.70186
C 2.71671 1.57299 -12.52924
C 1.59710 2.60774 -12.40049
C 1.00378 2.46969 -10.99688
S 2.31895 1.84394 -9.95749
O 1.95859 0.51732 -9.50842
O 2.73798 2.88103 -9.04176
C 3.53748 1.69111 -11.25162
H 3.32889 1.74631 -13.41637
H 2.28533 0.56970 -12.60626
H 2.01332 3.61227 -12.52732
H 0.83112 2.47172 -13.16692
H 0.66176 3.42938 -10.60827
H 0.18561 1.74765 -10.97764
H 4.17076 0.82380 -11.06599
H 4.13866 2.60296 -11.25296
C -2.85778 2.90823 7.08588
C -2.19262 4.03910 7.87339
C -3.30756 4.88701 8.48932
S -4.70140 3.78859 8.72100
O -5.77454 4.21772 7.85412
O -4.89713 3.55848 10.13372
C -3.93651 2.34572 8.00199
H -2.13951 2.14051 6.79421
H -3.31241 3.31065 6.17427
H -1.57183 3.61308 8.66821
H -1.54176 4.64498 7.23890
H -3.01165 5.30323 9.45270
H -3.61784 5.68902 7.81741
H -4.68311 1.75338 7.47362
H -3.49788 1.76118 8.81368
C -4.60977 -6.79010 4.06218
C -5.45712 -5.59147 3.63066
C -4.49787 -4.50214 3.14566
S -3.04592 -5.35023 2.53948
O -1.92593 -5.01208 3.39123
O -2.98624 -5.22249 1.09881
C -3.59132 -6.99790 2.94907
H -5.21923 -7.68194 4.21942
H -4.09674 -6.56067 5.00172
H -6.11986 -5.88990 2.81196
H -6.08677 -5.22749 4.44534
H -4.93452 -3.91139 2.34107
H -4.18981 -3.84747 3.96212
H -2.74032 -7.60700 3.25306
H -4.06106 -7.42448 2.06003
```

Values from the calculation:
Spin multiplicity: 1
Energy relative to the best compared isomer or geometry (same formula, charge and spin) (kcal per mole): 204.4
Highest occupied orbital energy (eV): -10.82
Gap between HOMO and LUMO (hartree): 0.2909
Max |F| (eV Å⁻¹): 9.12
Net charge: +1
Electronic energy (a.u.): -6535.10693

[2]
The following is a quantum chemistry calculation of a cluster of 12 separate species, C3H29NO13 in total at a distorted geometry, from the Open Molecules 2025 dataset.

The geometry in XYZ format:
```
46
Properties=species:S:1:pos:R:3
N 0.78249 -0.25096 -1.58520
C 0.26096 -1.12311 -0.49295
C -0.87196 -2.01393 -1.06318
C -1.56054 -2.70407 0.09762
O -1.51247 -3.86485 0.38769
O -2.29633 -1.89636 0.90248
H 1.38470 -0.82136 -2.22151
H 1.35339 0.44355 -1.12655
H 1.09896 -1.77043 -0.10189
H -0.21721 -0.45444 0.34248
H -0.44063 -2.75813 -1.74623
H -1.56533 -1.42453 -1.68237
H -2.31824 -0.93529 0.63860
O -1.28550 1.01529 -2.86339
H -0.49338 0.44516 -2.42598
H -0.84734 1.36175 -3.68050
O -4.16702 2.46259 -0.17775
H -4.60040 3.14109 0.29835
H -4.75279 2.11240 -0.79828
O 2.22434 1.17346 0.62507
H 1.67328 1.98133 0.52133
H 1.88019 0.69494 1.38223
O -2.27960 0.79559 0.77782
H -3.11769 1.20298 0.72178
H -1.67874 1.30646 0.21782
O 3.79093 -0.80006 -0.39904
H 3.73046 -1.35160 0.34963
H 3.33462 0.03092 -0.12889
O -1.59704 2.73672 -0.91275
H -1.46624 2.13924 -1.72243
H -2.51491 2.80333 -0.75052
O -1.30692 -0.45366 2.94985
H -1.64271 -1.33228 2.66588
H -1.73687 0.18040 2.34531
O 2.81222 -2.00816 -2.57403
H 3.21770 -1.60573 -1.76412
H 3.58941 -2.04549 -3.19226
O 3.21221 -1.99612 1.94894
H 2.48674 -1.43986 2.24107
H 2.93206 -2.81229 2.07120
O 0.57272 3.25701 0.55444
H -0.24886 3.04997 0.03980
H 0.89694 4.03136 0.24910
O 1.33264 -0.24966 2.73351
H 1.62269 0.14746 3.55018
H 0.32908 -0.40062 2.79765
```

Values from the calculation:
Spin multiplicity: 1
SMILES: NCCC(=O)O.O.O.O.O.O.O.O.O.O.O.O
Energy relative to the best compared isomer or geometry (same formula, charge and spin) (kcal per mole): 43.4
Highest occupied orbital energy (eV): -9.78
Gap between HOMO and LUMO (hartree): 0.3460
Max |F| (eV Å⁻¹): 6.47
Electronic energy (a.u.): -1164.64159

[3]
The following is a quantum chemistry calculation of a structure of composition C39H54N3O3P2PtS, from the Open Molecules 2025 dataset.

The geometry in XYZ format:
```
103
Properties=species:S:1:pos:R:3
Pt 0.42422 0.25512 0.21271
C 0.43634 -2.71693 4.06127
C 0.19365 -1.40432 3.28827
C -1.33074 -1.27057 3.15933
P 1.02321 -1.45291 1.63659
C 2.85076 -1.48933 1.82063
C 3.48245 -1.70432 0.45254
C 3.48225 -2.43303 2.84748
C 0.24924 -2.84474 0.85949
C 0.55644 -4.19470 1.04963
C -0.23724 -5.18895 0.51428
C 0.09588 -6.64652 0.67215
C -1.37631 -4.78153 -0.19268
C -1.71188 -3.45920 -0.38438
C -0.88885 -2.44127 0.13492
N -1.08130 -1.09622 -0.09741
C -1.94063 -0.67576 -1.14484
C -3.31818 -0.67751 -1.08510
C -4.03934 -0.21667 -2.18109
C -3.41358 0.26825 -3.31873
C -4.20597 0.85590 -4.45117
C -2.01973 0.25538 -3.37420
C -1.28323 -0.22828 -2.30919
P 0.52442 -0.32779 -2.12050
C 1.34751 0.70927 -3.40995
C 1.05919 0.16877 -4.82486
C 1.03308 2.20421 -3.36436
C 1.06666 -2.08246 -2.41615
C 2.52738 -2.22775 -2.86033
C 0.13820 -2.87080 -3.34103
H -0.03331 -2.59911 5.03904
H 1.47135 -2.98763 4.23011
H -0.06216 -3.54829 3.56390
H 0.61798 -0.56744 3.84307
H -1.74297 -2.18478 2.72754
H -1.63962 -0.41536 2.56942
H -1.73842 -1.17657 4.16697
H 3.06118 -0.46890 2.16406
H 3.28709 -2.71393 0.08636
H 4.56402 -1.57541 0.51932
H 3.09444 -0.99823 -0.27807
H 3.24831 -3.47871 2.64587
H 3.20430 -2.19363 3.86914
H 4.56575 -2.32285 2.77707
H 1.43055 -4.46991 1.62999
H 0.80810 -6.80279 1.48207
H 0.53526 -7.05636 -0.23948
H -0.79556 -7.23262 0.89584
H -2.02501 -5.54123 -0.61472
H -2.60031 -3.20834 -0.94585
H -3.82430 -1.01812 -0.19054
H -5.12136 -0.20485 -2.13146
H -5.26506 0.62222 -4.35693
H -3.86099 0.48029 -5.41521
H -4.10300 1.94269 -4.46075
H -1.53941 0.67008 -4.24873
H 2.41582 0.57351 -3.20696
H -0.00277 0.11095 -5.04694
H 1.48604 -0.80816 -5.01205
H 1.50409 0.85976 -5.54201
H -0.03731 2.40745 -3.40848
H 1.49733 2.67113 -4.23422
H 1.43075 2.69565 -2.48355
H 0.97542 -2.51782 -1.41897
H 2.65725 -2.01426 -3.91645
H 2.83669 -3.26313 -2.70768
H 3.22444 -1.59531 -2.31527
H 0.20104 -2.53320 -4.37578
H -0.90191 -2.80354 -3.02671
H 0.42741 -3.92314 -3.31489
C -2.92940 5.18416 4.67803
C -2.53274 4.70342 3.31119
C -2.86135 3.41913 2.87999
C -2.52614 2.98368 1.61056
C -1.84679 3.84211 0.75771
C -1.51295 5.12672 1.15980
C -1.85354 5.54655 2.43574
S -1.38114 3.26193 -0.83886
O -2.41688 2.41013 -1.33552
O -0.93183 4.38312 -1.61926
N -0.10203 2.29369 -0.51516
C 1.13190 2.77003 -0.23234
C 1.69205 4.06025 -0.28699
C 3.02123 4.19444 0.03279
C 3.79784 3.08814 0.39657
C 3.18893 1.86247 0.45723
N 1.88755 1.72742 0.17127
H -3.22784 4.35659 5.31977
H -3.77236 5.87440 4.61118
H -2.11050 5.71640 5.16226
H -3.39255 2.75373 3.54988
H -2.78285 1.98469 1.28236
H -1.00616 5.79275 0.47459
H -1.59758 6.55056 2.75226
H 1.08757 4.89450 -0.60117
H 3.47846 5.17465 -0.00881
H 4.84746 3.18435 0.62980
H 3.72860 0.96944 0.73686
C 0.84201 1.78108 2.78435
O -0.06456 1.02891 2.02435
H 0.94778 2.81195 2.42332
H 1.85434 1.34958 2.83927
H 0.44840 1.82358 3.80555
```

Values from the calculation:
Spin multiplicity: 1
Energy relative to the best compared isomer or geometry (same formula, charge and spin) (kcal per mole): 0.0
Highest occupied orbital energy (eV): -10.04
Gap between HOMO and LUMO (hartree): 0.2589
Max |F| (eV Å⁻¹): 0.85
Net charge: +1
Electronic energy (a.u.): -3108.53807

[4]
The following is a quantum chemistry calculation of a structure of composition C3H6N2OS at a distorted geometry, from the Open Molecules 2025 dataset.

The geometry in XYZ format:
```
13
Properties=species:S:1:pos:R:3
C -0.22668 -0.96024 -0.45984
C 0.46106 -1.93632 0.32630
C 0.01549 1.94681 0.38560
N -1.43035 -0.83972 -0.84546
N 0.06091 1.36795 -0.91763
O 0.55113 0.09222 -0.81175
S -1.99967 0.50660 -1.37866
H 1.25937 -2.23987 -0.39196
H -0.14561 -2.76798 0.53550
H 1.01737 -1.51299 1.17795
H -0.35531 2.93928 0.46869
H -0.32381 1.16532 1.11864
H 1.11611 2.23894 0.79261
```

Values from the calculation:
Spin multiplicity: 1
Energy relative to the best compared isomer or geometry (same formula, charge and spin) (kcal per mole): 125.3
Highest occupied orbital energy (alpha / beta) (eV): -8.22 / -8.22
Gap between HOMO and LUMO (alpha / beta) (hartree): 0.2891 / 0.2891
Max |F| (eV Å⁻¹): 4.24
Electronic energy (a.u.): -700.68957

[5]
The following is a quantum chemistry calculation of the molecule C4H12N2O, from the Open Molecules 2025 dataset.

The geometry in XYZ format:
```
19
Properties=species:S:1:pos:R:3
N -1.64503 -0.58512 1.82032
C -1.72190 0.39122 0.72690
C -0.50589 1.29224 0.54441
N 0.68788 0.55411 0.11711
C 0.67319 0.09721 -1.28581
C 1.59402 -1.12341 -1.38827
O 1.38452 -2.00976 -0.31718
H -1.33548 -0.12251 2.66809
H -0.91774 -1.25337 1.58938
H -2.60004 1.00309 0.90686
H -1.90796 -0.15629 -0.18925
H -0.80257 2.09153 -0.15309
H -0.21092 1.72379 1.50373
H 1.46668 1.19491 0.23165
H -0.35179 -0.15921 -1.51064
H 1.00508 0.89214 -1.96036
H 2.61658 -0.72123 -1.42263
H 1.41371 -1.68257 -2.30698
H 1.15765 -1.42678 0.42579
```

Values from the calculation:
Spin multiplicity: 1
SMILES: NCCNCCO
Energy relative to the best compared isomer or geometry (same formula, charge and spin) (kcal per mole): 32.1
Highest occupied orbital energy (eV): -9.36
Gap between HOMO and LUMO (hartree): 0.3785
Max |F| (eV Å⁻¹): 0.69
Electronic energy (a.u.): -344.33380

Question: The lowest energy relative to the best compared isomer or geometry (same formula, charge and spin) belongs to which entry?
Answer: C39H54N3O3P2PtS

Question: Which value of spin multiplicity does entry 1 give?
Answer: 1

Question: max |F| of number 1 (C41H76Cl2NO17P2S5)?
Answer: 9.12 eV Å⁻¹